1.
An isolated ion of composition C5H13NO and charge +1. Source: OMol25; level of theory: ωB97M-V/def2-TZVPD.

XYZ file:
```
20
Properties=species:S:1:pos:R:3:forces:R:3:mulliken_spin:R:1
C -0.531 -0.556 -1.139 0.7265 -0.2504 -1.4340 0.10
O -0.506 -0.381 -2.568 0.2807 2.0285 1.9290 0.04
C 0.318 0.503 -0.355 1.6521 -1.8182 1.5614 0.04
C 0.071 0.488 1.238 0.1245 -1.0236 1.1478 0.12
C 0.437 -0.881 1.852 -2.3745 -0.4337 -0.0248 0.01
C -1.369 0.805 1.580 -1.4007 -2.2203 2.1362 0.01
N 1.742 0.336 -0.593 -4.2466 2.5447 -1.3664 0.65
H -1.549 -0.348 -0.848 -0.3559 -0.3699 0.7050 0.02
H -0.110 -1.545 -0.980 -0.6078 -0.2240 0.7722 0.00
H -0.454 -1.240 -2.929 0.1762 -1.4953 -0.9696 0.00
H -0.056 1.438 -0.553 -0.0973 2.5881 -1.2068 -0.01
H 0.690 1.291 1.695 -0.0335 -0.4595 -0.7824 -0.01
H 1.429 -1.266 1.846 1.1435 0.5664 0.3803 0.00
H -0.064 -0.856 2.850 1.0778 -0.3296 -0.4521 0.01
H -0.088 -1.718 1.335 -0.1624 0.6699 0.1330 0.00
H -1.740 1.805 1.390 -0.0602 -0.0627 -0.4687 0.00
H -2.058 -0.057 1.303 0.5297 1.3567 -0.5580 0.01
H -1.535 0.618 2.718 0.8062 0.8234 -1.5703 0.02
H 1.889 1.003 -1.346 1.5794 0.1982 0.1152 0.00
H 1.938 -0.586 -0.839 1.2424 -2.0887 -0.0472 0.00
```
Forces are in eV/Å.

Computed properties:
E_LUMO (spin up / spin down): -3.09 / -8.91 eV
E_tot: -8923.115 eV
Net charge: +1
<S²>: 0.755
Frontier orbital gap (spin up / spin down): 12.2 / 6.4 eV
Relative energy (zero: lowest compared OMol25 entry of this formula, charge and spin): 60.8 kcal per mole
HOMO energy (spin up / spin down): -0.5624 / -0.5615 Eh
Spin multiplicity: 2

=====

2.
C5H13NO2 as an isolated structure. Source: OMol25; level of theory: ωB97M-V/def2-TZVPD.

XYZ file:
```
21
Properties=species:S:1:pos:R:3:forces:R:3:mulliken_charge:R:1
C 1.554 0.654 -0.434 -0.9445 1.1422 0.6189 0.46
C -0.356 -0.707 -0.147 -3.6168 -0.4841 0.5919 -0.35
C -0.555 0.664 0.035 3.6959 0.5704 -0.9677 -0.02
C 2.225 -0.170 -1.506 -0.1774 -0.0888 0.0255 -1.45
C -2.785 -0.878 1.508 0.0403 -0.3889 -0.0857 -0.85
N -2.235 -0.453 0.238 0.6482 -0.4779 0.0828 -0.42
O 2.088 0.428 0.849 0.1616 -0.0997 -0.0775 -0.54
O 1.735 2.006 -0.807 0.2646 0.1136 -0.0669 -0.56
H 3.049 0.579 0.817 -0.1486 -0.0238 -0.0002 0.31
H 1.342 2.557 -0.119 0.0542 -0.1149 -0.0974 0.36
H -2.889 -0.507 -0.541 0.1448 -0.2920 0.0572 0.16
H 0.017 -1.290 0.683 0.1317 0.0452 -0.0386 0.27
H -0.348 -1.177 -1.120 0.0994 0.2287 -0.0704 0.21
H -0.894 1.312 -0.761 0.0090 -0.1942 0.0153 0.18
H -0.418 1.078 1.025 -0.2000 -0.0655 -0.0271 0.29
H 1.732 -0.030 -2.469 0.0104 -0.0138 0.0352 0.32
H 2.215 -1.228 -1.246 -0.0456 0.0053 -0.0071 0.38
H 3.275 0.141 -1.621 -0.1402 0.0584 0.0736 0.42
H -3.098 -1.930 1.511 -0.0688 0.0391 0.0947 0.29
H -3.642 -0.267 1.825 0.1157 -0.0340 -0.1059 0.29
H -2.014 -0.781 2.282 -0.0340 0.0745 -0.0505 0.25
```
Forces are in eV/Å.

Computed properties:
E_LUMO: 0.84 eV
E_tot: -10975.568 eV
Frontier orbital gap: 7.7 eV
Relative energy (zero: lowest compared OMol25 entry of this formula, charge and spin): 145.5 kcal per mole
HOMO energy: -0.2526 Eh

=====

3.
A 2-piece molecular cluster, C5H13NO2 overall. Source: OMol25; level of theory: ωB97M-V/def2-TZVPD.

XYZ file:
```
21
Properties=species:S:1:pos:R:3:forces:R:3:mulliken_charge:R:1
C -1.645 0.813 1.433 2.7390 -0.0036 -0.3719 -1.29
C -0.574 1.231 0.353 -0.3380 0.3274 -0.4229 0.70
C -1.372 1.537 -0.970 2.3149 -1.0445 0.6909 -1.73
C 0.613 0.218 0.096 -1.1260 0.3087 -1.3457 -0.72
N 0.961 -0.672 1.204 -0.3479 0.1479 -0.3955 -0.11
C 1.420 -1.926 0.975 0.8286 -0.6890 -0.2173 -0.07
O 1.403 -2.466 -0.116 -0.3792 -0.1596 0.5640 -0.55
H -1.293 1.063 2.442 -0.2465 0.0965 -0.1152 0.30
H -2.507 1.400 1.166 -0.7443 -0.4866 0.3305 0.44
H -1.658 -0.293 1.404 -0.9210 0.5869 -0.1569 0.29
H -0.119 2.245 0.509 -0.2955 -0.9173 0.7320 0.23
H -2.085 0.774 -1.234 -0.4678 -0.1199 0.0455 0.35
H -0.615 1.580 -1.748 -0.0811 0.1077 -0.4651 0.46
H -1.750 2.518 -0.842 -0.9828 0.7700 -0.1620 0.50
H 1.494 0.807 -0.142 0.1824 0.1456 -0.0855 0.33
H 0.398 -0.330 -0.875 0.3296 0.0653 1.6161 0.27
H 1.180 -0.178 2.052 0.1146 -0.4289 0.3060 0.24
H 1.906 -2.515 1.797 -0.5936 0.9569 0.1369 0.34
O 1.621 -1.573 -2.503 -0.2850 -0.5535 -0.8778 -0.63
H 0.809 -1.835 -2.959 0.1261 0.3791 -0.1387 0.30
H 1.814 -2.402 -2.040 0.1737 0.5109 0.3328 0.35
```
Forces are in eV/Å.

Computed properties:
E_LUMO: 0.81 eV
E_tot: -10980.414 eV
Frontier orbital gap: 10.5 eV
Relative energy (zero: lowest compared OMol25 entry of this formula, charge and spin): 33.8 kcal per mole
HOMO energy: -0.3545 Eh
SMILES: CC(C)CNC=O.O

=====

4.
One molecule with the formula C5H13NO2. Source: OMol25; level of theory: ωB97M-V/def2-TZVPD.

XYZ file:
```
21
Properties=species:S:1:pos:R:3:forces:R:3:mulliken_charge:R:1
C -2.262 0.807 0.804 0.5270 -1.6231 -0.5620 -0.89
N -1.035 1.053 0.010 0.0625 0.0473 1.0424 -0.42
C 0.138 0.246 0.519 -1.6356 1.4924 0.4821 0.45
C 1.354 1.028 0.123 1.5820 0.0971 -1.6557 -0.95
O 2.551 0.228 0.220 0.0512 0.0875 0.6126 -0.51
C 0.020 -1.140 -0.051 0.4165 -1.1387 -2.3709 0.16
C -0.034 -1.210 -1.627 -1.6313 -0.2691 0.6998 -1.31
O 1.017 -2.019 0.398 0.0002 -1.1237 0.8311 -0.60
H -2.207 -0.236 1.151 -0.1260 0.3051 0.1369 0.30
H -3.149 0.814 0.163 0.0528 0.5550 0.2363 0.29
H -2.315 1.442 1.680 -0.3683 0.2476 0.1469 0.33
H -0.852 2.037 0.193 0.4163 -0.1120 -0.4103 0.26
H 0.130 0.207 1.621 -0.0800 -0.2626 -0.1097 0.20
H 1.344 1.278 -0.946 -0.7022 0.0841 0.0562 0.32
H 1.503 1.998 0.629 -0.4342 -0.5141 0.3057 0.44
H 3.249 0.770 0.592 0.0760 -0.0809 0.0153 0.30
H -0.869 -1.721 0.161 -0.5267 0.7951 1.0939 0.30
H -0.665 -0.442 -2.093 1.5106 1.1405 0.0736 0.36
H -0.821 -1.939 -1.922 1.2496 -0.9161 0.4709 0.35
H 0.978 -1.478 -1.935 -0.4144 0.4189 -0.8437 0.28
H 1.924 -1.725 0.310 -0.0259 0.7696 -0.2512 0.35
```
Forces are in eV/Å.

Computed properties:
E_LUMO: 0.65 eV
E_tot: -10979.260 eV
Frontier orbital gap: 9.9 eV
Relative energy (zero: lowest compared OMol25 entry of this formula, charge and spin): 60.4 kcal per mole
HOMO energy: -0.3402 Eh
SMILES: CN[C@H](CO)[C@@H](C)O

=====

5.
A 2-piece molecular cluster, C5H13NO2 overall. Source: OMol25; level of theory: ωB97M-V/def2-TZVPD.

XYZ file:
```
21
Properties=species:S:1:pos:R:3:forces:R:3:mulliken_charge:R:1
N 0.950 -3.005 2.603 -0.2697 -0.0327 0.2529 -0.62
C 0.441 -2.154 1.565 0.3534 0.2057 -0.1047 0.61
O -0.493 -2.376 0.863 -0.2444 -0.0102 -0.1027 -0.46
O 1.167 -1.017 1.465 -0.2227 -0.4042 0.2993 -0.41
H 1.442 -3.791 2.189 0.1873 0.1101 -0.0922 0.26
H 0.156 -3.418 3.083 -0.0234 0.0006 -0.0807 0.29
H 1.712 -1.013 2.266 0.2114 0.1543 -0.1854 0.33
C 0.224 -0.269 -2.121 0.1898 -0.2782 0.1259 -1.17
C -0.742 0.596 -1.329 -0.1216 0.2792 0.0262 -0.37
C -0.083 1.863 -0.795 0.3893 -0.1032 0.2392 -0.37
C -0.961 2.611 0.205 -0.2418 0.2084 -0.3686 -1.18
H 0.969 0.331 -2.650 -0.1359 0.0497 -0.0892 0.35
H -0.272 -0.918 -2.838 -0.1514 0.0298 -0.1520 0.34
H 0.772 -0.936 -1.460 0.1415 0.0113 0.1754 0.19
H -1.184 0.046 -0.493 0.1236 -0.1386 -0.0755 0.31
H -1.582 0.902 -1.957 -0.0621 0.0054 -0.0751 0.38
H 0.869 1.604 -0.316 -0.0699 -0.0866 0.0317 0.25
H 0.210 2.496 -1.636 -0.1962 0.1107 -0.0706 0.34
H -0.775 3.682 0.202 0.1997 0.1565 0.0294 0.36
H -0.804 2.263 1.223 -0.1442 -0.1709 0.0413 0.27
H -2.017 2.502 -0.066 0.0874 -0.0969 0.1752 0.30
```
Forces are in eV/Å.

Computed properties:
E_LUMO: 0.54 eV
E_tot: -10981.299 eV
Frontier orbital gap: 11.1 eV
Relative energy (zero: lowest compared OMol25 entry of this formula, charge and spin): 13.4 kcal per mole
HOMO energy: -0.3878 Eh
SMILES: NC(=O)O.CCCC

=====

6.
One molecule with the formula C5H13NO2. Source: OMol25; level of theory: ωB97M-V/def2-TZVPD.

XYZ file:
```
21
Properties=species:S:1:pos:R:3:forces:R:3:mulliken_charge:R:1
C 0.550 1.838 1.495 0.8148 -0.1759 -0.7361 -0.81
N 1.045 1.008 0.342 -0.3738 0.9163 0.5058 -0.31
C 0.328 -0.191 0.070 -1.0766 -0.0640 0.3878 1.08
C 0.688 -1.279 1.080 -0.1190 0.1588 -0.4892 -1.61
O 0.656 -0.514 -1.253 -0.0007 0.2052 0.2318 -0.46
C 0.241 -1.786 -1.715 -0.1125 0.0253 -0.0038 -0.77
O -1.135 -0.021 0.222 0.9113 -0.4461 -0.3472 -0.41
C -1.757 0.853 -0.705 0.1799 -0.0447 0.0276 -0.67
H 0.023 1.268 2.257 -0.0534 -0.2346 -0.3113 0.30
H 1.428 2.268 1.978 -0.0452 0.0976 0.0160 0.29
H -0.091 2.663 1.169 -0.0683 -0.1728 0.0282 0.26
H 1.102 1.564 -0.511 -0.0110 -0.1726 0.3198 0.30
H 1.741 -1.528 0.956 -0.0412 -0.0301 0.0006 0.35
H 0.529 -0.909 2.083 -0.0429 0.0711 0.1872 0.42
H 0.063 -2.156 0.931 0.0054 -0.0741 0.0440 0.38
H -0.797 -1.988 -1.429 0.0983 -0.0181 -0.0623 0.34
H 0.890 -2.582 -1.333 -0.0674 0.0571 -0.0241 0.28
H 0.323 -1.748 -2.801 -0.0350 -0.0788 0.1009 0.27
H -1.455 0.654 -1.739 0.0019 -0.0723 0.0986 0.29
H -2.830 0.679 -0.610 0.0765 0.0999 -0.0058 0.27
H -1.539 1.906 -0.487 -0.0411 -0.0471 0.0313 0.19
```
Forces are in eV/Å.

Computed properties:
E_LUMO: 0.97 eV
E_tot: -10980.101 eV
Frontier orbital gap: 10.0 eV
Relative energy (zero: lowest compared OMol25 entry of this formula, charge and spin): 41.0 kcal per mole
HOMO energy: -0.3318 Eh
SMILES: CNC(C)(OC)OC